Run one
# C18H52O8

8 unconnected molecules or ions with the total composition C18H52O8 (ωB97M-V/def2-TZVPD, the Open Molecules 2025 dataset).

Computed properties:
HOMO-LUMO gap: 0.350 hartree
structure (SMILES): CC(C)O.CC(C)O.CC(C)O.CC(C)O.CC(C)O.CO.CO.CO

Geometry as XYZ:
```
78
Properties=species:S:1:pos:R:3:lowdin_charge:R:1
C -4.740 -10.926 20.714 -0.18
O -4.737 -11.100 22.088 -0.12
H -5.433 -11.591 20.270 0.04
H -3.800 -11.229 20.290 0.08
H -5.018 -9.909 20.277 0.11
H -3.879 -10.712 22.387 0.12
C -12.490 -10.339 22.399 -0.16
O -11.603 -9.259 22.632 -0.13
H -12.102 -11.090 21.664 0.08
H -13.464 -9.978 22.163 0.07
H -12.613 -10.930 23.274 0.05
H -10.730 -9.448 22.277 0.01
C -5.232 -11.466 26.233 -0.12
O -4.568 -10.792 25.138 -0.14
H -5.703 -12.410 25.878 0.07
H -5.879 -10.785 26.672 0.02
H -4.456 -11.613 27.051 0.10
H -5.142 -10.291 24.570 0.02
C -7.822 -11.833 23.955 -0.02
C -8.772 -12.874 23.462 -0.60
C -10.199 -12.467 23.689 0.00
O -8.711 -13.082 22.209 -0.05
H -8.070 -11.675 24.997 0.09
H -7.934 -10.885 23.389 0.08
H -6.809 -12.192 23.831 0.06
H -8.525 -13.882 23.898 0.16
H -10.430 -12.560 24.707 0.08
H -10.930 -12.657 22.904 0.07
H -10.094 -11.372 23.689 0.07
H -7.781 -13.355 22.120 0.09
C -10.723 -16.068 19.204 -0.02
C -10.601 -14.980 20.259 -0.65
C -11.913 -14.335 20.679 -0.01
O -9.898 -15.246 21.259 0.01
H -11.151 -16.897 19.588 0.04
H -9.781 -16.402 18.867 0.07
H -11.258 -15.734 18.339 0.08
H -10.036 -14.318 19.697 0.11
H -12.612 -14.242 19.857 0.08
H -11.585 -13.353 21.060 0.05
H -12.378 -14.834 21.551 0.10
H -9.626 -14.382 21.629 0.07
C -8.111 -11.162 19.511 -0.02
C -8.480 -10.127 20.636 -0.55
C -8.740 -8.667 20.088 0.00
O -9.444 -10.420 21.407 -0.04
H -8.915 -11.171 18.758 0.09
H -8.031 -12.212 19.818 0.07
H -7.249 -10.894 18.971 0.05
H -7.590 -10.164 21.298 0.12
H -9.406 -8.114 20.823 0.10
H -9.429 -8.584 19.275 0.06
H -7.868 -8.163 19.765 0.05
H -9.153 -11.247 21.812 0.07
C -8.975 -8.914 24.837 -0.04
C -7.666 -8.268 25.245 -0.62
C -7.445 -8.171 26.754 -0.01
O -6.684 -8.819 24.700 0.01
H -9.801 -8.241 25.116 0.10
H -9.063 -9.855 25.360 0.07
H -9.031 -9.069 23.764 0.06
H -7.733 -7.264 24.719 0.16
H -8.276 -7.785 27.218 0.04
H -6.654 -7.412 26.918 0.09
H -7.120 -9.113 27.272 0.09
H -6.492 -8.458 23.872 0.10
C -4.586 -14.431 23.302 0.02
C -5.454 -14.722 22.049 -0.61
C -6.520 -15.757 22.279 -0.02
O -6.087 -13.706 21.784 -0.03
H -4.564 -15.231 23.935 0.04
H -4.956 -13.511 23.795 0.08
H -3.551 -14.309 22.941 0.09
H -4.894 -14.965 21.237 0.12
H -6.940 -15.764 23.314 0.11
H -6.062 -16.703 22.184 0.06
H -7.332 -15.877 21.563 0.08
H -5.432 -13.013 21.528 0.11
```

***

Run two
# C18H52O8

8 unconnected molecules or ions with the total composition C18H52O8 (ωB97M-V/def2-TZVPD, the Open Molecules 2025 dataset).

Computed properties:
HOMO-LUMO gap: 0.382 hartree
structure (SMILES): CC(C)O.CC(C)O.CC(C)O.CC(C)O.CC(C)O.CO.CO.CO

Geometry as XYZ:
```
78
Properties=species:S:1:pos:R:3:lowdin_charge:R:1
C 6.657 -3.576 1.503 -0.06
C 8.180 -3.794 1.160 -0.44
C 9.122 -3.168 2.190 -0.06
O 8.341 -5.200 1.367 -0.09
H 6.213 -4.142 2.321 0.08
H 6.073 -3.718 0.594 0.07
H 6.491 -2.537 1.788 0.07
H 8.340 -3.551 0.110 0.13
H 10.114 -3.618 2.153 0.08
H 8.755 -3.265 3.212 0.08
H 9.284 -2.119 1.941 0.07
H 7.619 -5.711 0.993 0.08
C -9.190 -1.911 -0.625 -0.07
C -8.138 -1.268 -1.562 -0.45
C -8.589 0.172 -1.769 -0.08
O -6.932 -1.248 -0.751 -0.07
H -10.035 -2.113 -1.283 0.08
H -9.469 -1.203 0.155 0.08
H -8.768 -2.800 -0.155 0.07
H -8.038 -1.802 -2.507 0.13
H -8.524 0.797 -0.878 0.08
H -9.605 0.246 -2.158 0.08
H -7.949 0.632 -2.521 0.07
H -6.914 -2.093 -0.296 0.07
C 4.332 2.551 -6.794 -0.05
C 3.654 2.253 -5.455 -0.52
C 4.389 2.678 -4.233 -0.07
O 2.319 2.731 -5.392 -0.05
H 4.174 3.540 -7.222 0.07
H 4.013 1.909 -7.615 0.08
H 5.399 2.669 -6.602 0.08
H 3.619 1.163 -5.433 0.12
H 4.655 3.734 -4.297 0.09
H 5.336 2.140 -4.269 0.08
H 3.825 2.460 -3.327 0.08
H 1.956 2.768 -4.504 0.08
C -3.385 7.592 -2.405 -0.06
C -4.851 7.446 -1.914 -0.50
C -4.986 6.419 -0.762 -0.06
O -5.371 8.661 -1.474 -0.04
H -3.288 8.238 -3.278 0.08
H -2.985 6.600 -2.617 0.07
H -2.681 7.865 -1.620 0.07
H -5.421 6.990 -2.723 0.13
H -4.619 5.433 -1.048 0.08
H -6.018 6.400 -0.411 0.08
H -4.365 6.762 0.065 0.07
H -4.872 8.916 -0.695 0.09
C 4.731 1.227 8.319 -0.06
C 4.492 1.863 7.001 -0.53
C 3.419 1.116 6.190 -0.05
O 4.130 3.239 7.061 -0.06
H 5.469 0.440 8.158 0.09
H 3.749 0.897 8.655 0.08
H 4.919 2.064 8.991 0.09
H 5.455 1.862 6.490 0.13
H 3.792 0.120 5.951 0.08
H 3.314 1.611 5.225 0.07
H 2.453 1.098 6.694 0.08
H 4.848 3.808 6.773 0.09
C 0.285 -5.645 -3.789 -0.11
O 1.242 -6.763 -3.980 -0.16
H 0.821 -4.715 -3.976 0.07
H -0.503 -5.737 -4.537 0.07
H -0.054 -5.723 -2.756 0.08
H 1.447 -6.867 -4.912 0.06
C -5.955 -7.000 2.612 -0.19
O -5.270 -5.802 2.428 -0.12
H -6.713 -6.966 3.394 0.08
H -6.290 -7.301 1.619 0.08
H -5.316 -7.814 2.954 0.07
H -4.758 -5.540 3.196 0.08
C -0.990 -0.897 0.372 -0.17
O -1.575 -0.031 -0.599 -0.12
H -1.046 -0.360 1.319 0.07
H -1.528 -1.844 0.422 0.08
H 0.083 -1.075 0.301 0.07
H -2.519 -0.196 -0.534 0.07
```

***

Which is the most stable structure? run two is the most stable.

***

Run one
# C13H17N2

A gas-phase ion, C13H17N2 (charge +1) (ωB97M-V/def2-TZVPD, the Open Molecules 2025 dataset).

Computed properties:
HOMO-LUMO gap (alpha / beta): 0.272 / 0.272 hartree
charge: +1

Geometry as XYZ:
```
32
Properties=species:S:1:pos:R:3:lowdin_charge:R:1
C 1.857 -0.798 -3.263 -0.03
C 2.474 -1.039 -2.053 -0.08
C 0.819 0.188 -3.369 -0.03
C 2.241 -0.296 -0.919 -0.04
C 0.422 0.718 -2.224 -0.06
C 1.132 0.528 -1.023 -0.29
C -0.138 2.002 2.235 -0.09
C 0.688 1.948 1.085 -0.11
C -1.024 1.087 2.756 -0.01
C 0.674 1.130 0.115 0.04
C -1.713 0.038 1.882 -0.38
C -0.793 -0.671 0.855 -0.21
C -1.287 -1.294 -0.446 -0.02
N -2.920 0.649 1.402 0.07
N 0.346 -1.449 1.481 0.20
H 2.253 -1.356 -4.055 0.09
H 3.119 -1.890 -2.034 0.11
H 0.366 0.541 -4.312 0.13
H 2.839 -0.409 -0.053 0.12
H -0.430 1.376 -2.159 0.13
H 0.086 2.937 2.816 0.13
H 1.383 2.890 1.019 0.17
H -1.557 1.415 3.579 0.08
H -2.121 -0.805 2.417 0.14
H -1.863 -0.678 -1.013 0.05
H -1.918 -2.132 -0.345 0.08
H -0.317 -1.411 -0.986 0.09
H -2.819 1.379 0.702 0.10
H -3.678 0.051 1.114 0.09
H 0.870 -0.730 2.126 0.21
H 0.999 -1.607 0.692 0.13
H 0.013 -2.310 1.977 0.19
```

***

Run two
# C13H17N2

A gas-phase ion, C13H17N2 (charge +1) (ωB97M-V/def2-TZVPD, the Open Molecules 2025 dataset).

Computed properties:
HOMO-LUMO gap: 0.330 hartree
structure (SMILES): N[C@@]1([NH+]2CCCC2)C=Cc2ccccc21
charge: +1

Geometry as XYZ:
```
32
Properties=species:S:1:pos:R:3:lowdin_charge:R:1
C 1.757 -3.446 1.825 -0.05
C 1.331 -3.561 0.518 -0.04
C 1.318 -2.420 2.655 0.00
C 0.414 -2.609 0.067 -0.03
C 0.362 -1.566 2.180 -0.20
C 0.011 -1.577 0.842 -0.16
C -0.354 -0.453 2.797 0.04
C -1.068 0.232 1.846 -0.02
C 1.269 1.937 -1.533 -0.11
C -0.185 2.361 -1.916 -0.14
C 0.958 1.044 -0.338 -0.06
C -1.217 1.622 -1.022 -0.11
C -0.941 -0.414 0.518 -0.42
N -2.324 -0.801 0.059 0.13
N -0.446 0.463 -0.570 -0.02
H 2.517 -4.030 2.210 0.09
H 1.537 -4.443 -0.021 0.10
H 1.625 -2.349 3.767 0.16
H 0.104 -2.619 -1.010 0.14
H -0.334 -0.279 3.891 0.14
H -1.588 1.200 2.065 0.14
H 1.765 1.454 -2.325 0.10
H 1.895 2.796 -1.334 0.12
H -0.323 3.516 -2.005 0.16
H -0.294 2.059 -2.952 0.10
H 1.629 0.254 -0.151 0.13
H 0.917 1.651 0.420 0.08
H -1.427 2.267 -0.182 0.12
H -2.246 1.509 -1.653 0.19
H -2.769 -0.775 0.953 0.07
H -2.191 -1.876 -0.141 0.14
H -0.157 -0.126 -1.365 0.20
```

***

Which is the most stable structure? run two is the most stable.

***

Run one
# FH3N2

2 unconnected molecules or ions with the total composition FH3N2 (ωB97M-V/def2-TZVPD, the Open Molecules 2025 dataset).

Computed properties:
HOMO-LUMO gap (alpha / beta): 0.354 / 0.356 hartree

Geometry as XYZ:
```
6
Properties=species:S:1:pos:R:3:lowdin_charge:R:1
N -1.044 0.062 0.209 0.03
N 2.258 -0.049 -0.677 0.13
F 2.757 0.251 0.500 -0.12
H -0.860 0.022 -0.764 -0.01
H -1.895 0.573 0.231 0.00
H -1.216 -0.858 0.500 -0.01
```

***

Run two
# FH3N2

2 unconnected molecules or ions with the total composition FH3N2 (ωB97M-V/def2-TZVPD, the Open Molecules 2025 dataset).

Computed properties:
HOMO-LUMO gap (alpha / beta): 0.382 / 0.384 hartree

Geometry as XYZ:
```
6
Properties=species:S:1:pos:R:3:lowdin_charge:R:1
N 1.195 -0.412 -0.180 0.04
N -1.042 0.704 0.064 0.13
F -1.649 -0.536 -0.055 -0.15
H 1.697 0.281 0.456 0.00
H 0.830 -1.091 0.543 -0.01
H -1.030 1.054 -0.828 0.00
```

***

Which is the most stable structure? run one is the most stable.

***

Run one
# C2H4P2

A molecular structure, C2H4P2 (ωB97M-V/def2-TZVPD, the Open Molecules 2025 dataset).

Computed properties:
HOMO-LUMO gap (alpha / beta): 0.296 / 0.255 hartree

Geometry as XYZ:
```
8
Properties=species:S:1:pos:R:3:lowdin_charge:R:1
C 2.260 0.239 0.189 -0.45
C -2.349 -0.412 0.119 -0.19
P 0.666 -0.326 0.117 0.38
P -0.608 1.298 0.261 0.43
H 2.940 -0.611 -0.056 -0.02
H 2.802 1.127 0.047 -0.03
H -3.422 -0.145 -0.035 -0.05
H -2.289 -1.170 -0.642 -0.08
```

***

Run two
# C2H4P2

A molecular structure, C2H4P2 (ωB97M-V/def2-TZVPD, the Open Molecules 2025 dataset).

Computed properties:
HOMO-LUMO gap: 0.307 hartree

Geometry as XYZ:
```
8
Properties=species:S:1:pos:R:3:lowdin_charge:R:1
C -1.041 0.995 -0.145 -0.58
C 0.983 -0.296 0.047 -0.83
P 0.295 1.251 0.819 0.74
P -0.490 -0.976 -0.709 0.72
H -1.965 1.531 -0.482 -0.02
H 1.569 -0.060 -0.886 0.03
H 1.608 -0.828 0.769 0.02
H -0.958 -1.617 0.587 -0.07
```

***

Which is the most stable structure? run two is the most stable.

***

Run one
# C4H7N2S

A molecular structure, C4H7N2S (ωB97M-V/def2-TZVPD, the Open Molecules 2025 dataset).

Computed properties:
HOMO-LUMO gap: 0.293 hartree
charge: +1

Geometry as XYZ:
```
14
Properties=species:S:1:pos:R:3:lowdin_charge:R:1
C 1.807 -1.283 0.596 -0.02
C 2.103 0.014 0.207 -0.10
C 0.452 -1.242 0.891 -0.09
C -2.320 0.624 -1.075 -0.38
N 1.023 0.745 0.218 0.02
N 0.002 -0.012 0.706 -0.14
S -2.106 0.822 0.734 0.93
H 2.537 -2.098 0.887 0.15
H 3.126 0.398 -0.213 0.18
H -0.170 -1.965 1.179 0.09
H -1.525 1.012 -1.628 0.02
H -3.016 1.493 -1.083 0.05
H -2.748 -0.304 -1.377 0.04
H 0.833 1.796 -0.043 0.24
```

***

Run two
# C4H7N2S

A gas-phase ion, C4H7N2S (charge +1) (ωB97M-V/def2-TZVPD, the Open Molecules 2025 dataset).

Computed properties:
HOMO-LUMO gap: 0.362 hartree
structure (SMILES): SC[n+]1cc[nH]c1
charge: +1

Geometry as XYZ:
```
14
Properties=species:S:1:pos:R:3:lowdin_charge:R:1
C 2.038 -0.041 0.368 -0.03
C 1.004 -0.914 0.326 0.10
C 0.342 1.182 -0.269 -0.04
C -1.420 -0.601 -0.426 -0.42
N 1.635 1.201 0.018 0.12
N -0.079 -0.053 -0.156 -0.07
S -2.918 0.288 0.294 0.77
H 3.057 -0.043 0.661 0.14
H 0.794 -1.901 0.388 0.10
H -0.161 2.079 -0.480 0.16
H -1.703 -0.718 -1.520 0.11
H -1.422 -1.651 -0.113 0.09
H 2.188 1.989 0.255 0.18
H -3.353 -0.817 0.654 -0.21
```

***

Which is the most stable structure? run two is the most stable.

***

Run one
# CH6SSi

2 unconnected molecules or ions with the total composition CH6SSi (ωB97M-V/def2-TZVPD, the Open Molecules 2025 dataset).

Computed properties:
HOMO-LUMO gap: 0.300 hartree
structure (SMILES): C=[SiH2].S

Geometry as XYZ:
```
9
Properties=species:S:1:pos:R:3:lowdin_charge:R:1
C 0.205 -0.378 1.067 -0.38
Si 1.444 -0.174 -0.264 0.75
S -2.870 -0.512 -0.115 0.46
H -0.418 0.468 1.468 -0.02
H 0.685 -0.848 1.953 -0.04
H -1.641 -0.561 0.408 -0.33
H 2.422 -1.217 -0.591 -0.11
H 1.463 0.912 -1.146 -0.14
H -3.398 -1.287 0.861 -0.21
```

***

Run two
# CH6SSi

2 unconnected molecules or ions with the total composition CH6SSi (ωB97M-V/def2-TZVPD, the Open Molecules 2025 dataset).

Computed properties:
HOMO-LUMO gap: 0.349 hartree

Geometry as XYZ:
```
9
Properties=species:S:1:pos:R:3:lowdin_charge:R:1
C 1.004 -0.883 -0.029 -0.32
Si -0.144 0.710 -0.042 0.26
S -2.137 -0.153 -0.148 0.28
H 0.842 -1.657 0.742 0.03
H 0.780 -1.521 -0.870 0.01
H 2.015 -0.643 0.001 -0.02
H 0.751 1.889 -1.645 0.01
H -0.327 1.485 1.265 -0.09
H -2.784 0.773 0.726 -0.15
```

***

Which is the most stable structure? run two is the most stable.